329
Properties=species:S:1:pos:R:3 method="wB97M-V/def2-TZVPD" orbital_gap_ev=8.07 energy_ev=-171671.0048
H 16.2557 0.4049 -11.7518
H 9.2766 -12.0206 -7.6374
C 14.0831 -6.0980 -21.3864
C 11.9546 2.4284 -18.5497
H 22.7346 -10.3805 -17.3056
O 10.7303 -4.7950 -13.4540
H 21.8900 -4.7708 -15.8841
H 21.1247 -5.1905 -6.3813
C 11.7153 -2.9319 -16.0946
H 11.9712 -6.0453 -19.2932
H 17.2496 -7.3304 -12.9559
H 11.5733 1.3928 -15.6765
H 15.0780 -6.5427 -21.4058
H 16.1823 -5.1110 -25.5622
H 8.4969 -4.6890 -18.6581
H 7.0492 -5.3467 -9.1598
H 21.6346 -5.1257 -19.8859
C 7.5693 -6.9336 -14.3459
C 8.6886 -6.2338 -8.8322
H 14.5707 0.8468 -11.9240
C 14.2259 -5.1453 -24.3162
O 12.0329 -5.5864 -9.3297
H 13.5474 -2.2737 -13.5680
C 19.0803 -1.8977 -13.9937
H 9.8139 -4.4569 -17.6208
H 10.9807 -8.7199 -16.7794
H 20.0233 -5.8380 -13.6529
O 14.9476 -4.9102 -10.0160
H 18.9864 -12.9742 -5.0038
H 8.6758 -5.9879 -7.7704
H 15.3537 -12.3651 -14.7183
H 14.6597 -4.5442 -19.0846
H 20.4427 -3.7607 -8.2168
H 16.0652 -0.6132 -22.5303
H 15.7266 -1.6504 -12.8598
N 16.6202 -1.1928 -23.1436
H 20.0148 -7.9513 -13.1522
O 18.6534 -12.1048 -16.4606
H 19.1731 -10.7701 -14.9968
H 19.0683 -14.1815 -16.2167
H 13.4785 0.4009 -18.6266
C 16.3129 -4.9271 -13.6079
C 18.0524 -12.4529 -4.7941
C 13.2214 -5.5630 -8.5669
H 16.6324 -5.6322 -11.7119
H 18.4890 0.3389 -19.3154
H 11.3284 -8.1193 -20.8111
H 15.8664 -11.1917 -10.9141
H 18.1127 0.6548 -15.8093
O 9.9296 -5.8876 -19.0658
H 22.4258 -6.1617 -7.1215
C 10.6376 -8.4850 -20.0514
H 12.6140 -9.7958 -15.1684
H 20.7941 -6.6597 -8.9978
H 19.0583 -3.1066 -11.5254
H 13.4132 -4.7262 -7.8952
H 23.5003 -11.3079 -15.3403
N 20.6803 -5.9064 -8.3347
H 22.5433 0.1361 -13.1470
C 14.9979 -4.4156 -20.1128
H 19.1827 -7.1391 -11.2158
C 18.0950 -3.1801 -23.1277
H 18.6234 -2.3493 -9.9130
N 22.3197 -4.5443 -13.9311
C 21.3492 -6.0780 -6.9729
H 14.7558 0.4690 -14.3829
H 15.1081 -6.4627 -8.5339
H 14.4165 -6.8461 -10.0566
H 15.5783 -12.0395 -4.7656
H 10.7765 -3.2358 -15.6316
H 14.8373 -11.8783 -7.9072
C 13.6226 0.7442 -17.6021
O 11.6995 -3.2078 -10.9798
C 18.4274 -13.5476 -16.8296
H 17.4672 -3.8564 -23.7078
H 18.0408 -2.2056 -20.3046
N 19.6302 -9.4646 -19.4680
H 19.7011 -10.3923 -19.0750
H 22.2749 -2.0828 -17.7926
H 12.2164 -8.1725 -18.5336
H 7.2934 -6.2519 -13.5414
H 18.0307 -6.5932 -19.0401
O 17.1737 -2.4968 -11.3029
O 7.4308 -6.1837 -9.4341
H 22.8795 -0.1701 -15.5759
H 16.9770 0.9751 -19.0665
H 9.6745 -8.0177 -20.2567
H 12.4705 -13.0551 -7.3983
H 20.4831 -10.0734 -16.9753
H 17.5215 -10.4894 -18.6631
C 20.4806 -5.7878 -14.6410
H 14.6497 -10.1271 -17.9771
H 16.3514 0.5345 -16.2325
C 14.9891 -6.1641 -27.8647
H 14.1004 -1.4453 -10.6046
H 21.8786 -4.5985 -13.0242
O 22.6482 -10.8674 -15.3026
N 16.0761 -13.0009 -17.1854
C 14.9638 -1.7807 -11.1792
H 17.5003 -13.0083 -4.0360
H 14.6551 -4.4068 -23.6391
C 17.2315 -9.4618 -18.8823
C 15.8915 -12.1073 -5.8074
H 9.3712 -7.7819 -10.1614
H 18.2039 -2.1759 -14.5791
H 22.9235 -3.4770 -19.4413
H 15.7278 -5.3840 -28.0487
H 17.5717 -7.4836 -20.5312
H 20.8278 -8.8692 -15.6845
H 8.0864 -8.4601 -12.7462
H 15.8466 -12.8442 -10.2152
H 12.7909 -7.0407 -11.7751
O 17.4423 -8.2586 -13.1071
H 25.0778 -1.0615 -18.4200
O 14.1902 -4.7228 -21.1951
H 20.7966 -8.4690 -18.3493
O 23.2810 -1.4450 -14.1301
H 14.1107 -12.6582 -17.4828
H 9.6223 -8.1603 -17.3750
C 13.1690 -6.5853 -22.5716
H 25.1602 0.4836 -17.3657
O 10.1398 -12.2719 -7.9738
C 20.6193 -3.2900 -15.0453
C 23.8889 -4.0217 -10.9517
C 16.9989 -13.9212 -16.4874
O 14.2723 -5.9513 -12.5946
C 17.1081 1.0383 -15.6309
H 18.3307 -5.8989 -6.9414
H 11.4751 -6.2017 -17.5753
C 9.9416 -4.6457 -12.3089
C 16.6633 -11.3801 -8.7227
H 11.0197 -10.5354 -7.4733
C 14.4213 -12.4482 -15.2767
O 16.9730 -0.5365 -20.4168
H 13.9610 -9.7442 -14.0702
H 18.6239 -3.8461 -22.4459
C 12.5192 -1.9830 -15.1064
C 15.3682 0.2489 -12.3651
C 24.5753 -1.3068 -16.3507
H 23.1791 -9.0997 -16.2672
H 16.4186 -2.8570 -21.9255
H 23.6308 -0.2404 -17.9561
H 9.2334 -5.3411 -9.1396
C 11.1818 -6.3640 -18.6125
O 6.2209 -8.6257 -13.4587
C 9.3981 -7.5352 -9.1001
H 13.7576 -13.0217 -14.6297
C 9.5817 -4.5845 -18.6781
C 20.7265 -7.3596 -6.4082
H 11.9814 -1.0533 -14.9206
O 11.6887 -2.4496 -17.4213
O 21.5093 -2.2316 -18.3523
H 13.1651 -4.9320 -24.4477
H 11.6063 1.6760 -19.2574
H 17.8405 -11.7594 -14.4411
C 18.3249 -7.3640 -19.7524
H 24.6012 -3.7286 -10.1805
C 20.8825 -4.5427 -8.8358
H 21.1949 -2.4569 -15.4485
N 17.2486 -5.3865 -12.4735
H 9.8161 -3.8322 -19.4312
H 9.8520 -3.5479 -10.3924
C 14.4879 -6.0412 -9.3250
H 12.0812 -4.8255 -9.9130
C 17.1494 -4.5613 -14.8867
H 13.0134 2.4755 -16.6088
C 14.9239 -9.0786 -17.8603
H 13.6114 -0.1671 -17.0042
H 13.7134 -6.6027 -20.4938
H 24.6070 -3.2400 -17.0071
O 14.4932 -5.9769 -26.5336
H 15.0114 -4.0423 -25.9836
H 22.9558 -4.7137 -8.5079
C 21.2114 -4.5356 -19.0731
H 18.3504 -7.6165 -7.3980
C 17.4544 0.0080 -19.2244
C 14.9987 -5.8484 -13.8186
H 17.5303 -14.1483 -11.5463
O 16.3625 -8.9133 -17.7930
H 14.8104 -10.2998 -6.2456
H 10.7508 1.4121 -17.1523
C 10.3851 -3.4532 -11.3384
N 14.9718 -1.1271 -12.4396
H 13.5138 -1.8279 -15.5245
C 18.7435 -11.7704 -15.0514
H 12.1105 -2.6156 -11.6137
H 23.7942 -3.2858 -11.7503
C 22.4930 -9.9438 -16.3366
H 14.7080 -2.8106 -11.4279
H 6.0856 -8.5787 -12.5095
H 12.4699 -6.5755 -13.4937
O 20.0382 -2.9368 -13.8125
H 16.5723 -3.8630 -15.4929
O 8.9054 -8.6056 -8.2662
H 17.3796 -0.6191 -18.3360
H 21.6857 -2.7688 -20.3828
H 12.8139 -11.1222 -13.9125
O 22.6462 -4.5483 -10.5660
H 19.3242 -8.7425 -10.4795
H 21.4305 -7.6713 -5.6367
H 18.9448 -8.1795 -18.0245
H 9.9001 -5.5637 -11.7226
H 10.1402 -2.5047 -11.8165
H 13.6448 -7.8790 -12.8749
O 19.8284 -4.3198 -19.2577
C 14.7517 -12.9951 -16.6681
H 15.1489 -12.7555 -6.2729
C 17.8782 -1.4435 -21.0667
C 22.2788 -0.9103 -13.2996
H 19.3488 -9.6938 -20.4105
C 10.1221 3.8030 -19.2942
O 12.7610 -2.6943 -13.9234
C 15.0945 -5.0637 -25.6120
H 12.2575 -5.9879 -22.5898
C 18.3521 -3.0566 -10.6967
H 10.4762 -10.6033 -9.1705
H 9.2809 4.4535 -19.0548
H 14.2126 -6.2073 -28.6285
O 16.8840 0.5746 -14.3192
C 23.7972 -0.5709 -15.1455
C 17.7328 -13.1080 -11.8009
H 8.0758 -8.8900 -8.6566
H 18.8450 -0.9927 -21.2908
H 17.3022 -10.5563 -9.0411
N 13.9981 -6.5160 -23.8503
H 10.6677 -9.5742 -20.0822
H 15.3413 -6.8235 -14.1649
O 19.4468 -7.1748 -5.7442
C 17.8391 -8.8131 -11.9137
N 10.4877 -8.6008 -17.6528
H 19.4525 -12.4905 -14.6427
H 15.3474 1.9369 -13.7256
C 10.9288 -11.1687 -8.3558
H 9.4744 3.0274 -19.7031
N 15.4637 -11.0880 -7.9640
C 17.2149 -2.2086 -22.2912
O 17.1632 -12.6749 -5.8804
C 15.5577 0.8680 -13.7617
H 14.6402 1.1334 -17.5672
H 9.4363 -5.9902 -14.4474
O 13.0233 -12.3653 -7.7726
H 16.8357 -13.9176 -15.4097
H 13.4978 -7.0509 -24.5458
C 21.8766 -3.1777 -19.3906
H 7.9711 -9.0442 -14.3822
H 16.7886 -14.9255 -16.8552
C 18.5572 -8.6094 -18.9481
H 13.0874 -11.0313 -9.1811
C 12.5761 1.7427 -17.2868
C 21.3869 -4.5897 -14.9342
O 10.9046 3.2959 -18.1804
C 12.3231 -11.7271 -8.8349
H 23.9007 -2.9105 -15.7364
H 24.4050 0.2092 -14.6872
H 12.2392 -12.2747 -9.7736
H 21.1817 -6.5986 -14.8388
H 10.7512 4.3912 -19.9623
C 24.6510 -0.4431 -17.6303
H 10.4760 -7.4951 -8.9435
O 20.2157 -8.4757 -12.3736
H 18.6605 -13.6549 -17.8889
H 21.4932 -4.9885 -18.1225
O 17.5529 -12.2001 -10.7120
H 15.6048 -7.0601 -27.7864
H 18.2285 -4.0294 -10.2208
H 17.3496 -0.6091 -23.5273
H 21.3698 -0.9418 -13.9002
H 6.7915 -6.8509 -15.1050
H 20.2206 -4.4773 -9.6993
H 19.7724 -3.3491 -15.7289
H 15.9140 -2.4237 -9.5073
H 13.0666 -6.3285 -7.8066
H 16.5669 -10.0616 -6.5415
H 16.0250 -4.7796 -20.1392
C 13.2200 -6.8813 -12.7643
H 17.4825 -7.2117 -6.0119
H 22.3225 -1.3172 -12.2893
H 17.7011 -4.4941 -12.3360
C 16.3334 -11.8691 -10.1991
H 19.2165 -6.9991 -20.2622
H 11.2389 -1.6028 -17.3750
H 17.8869 -9.8924 -12.0582
H 20.6700 -8.2115 -7.0858
C 7.5492 -8.3209 -13.6843
C 15.7294 -10.7556 -6.6138
C 19.1871 -8.2097 -11.4205
H 11.2973 -4.0208 -13.4272
H 16.6490 -0.8880 -10.1222
N 23.9548 -2.5436 -16.6759
H 22.6497 -3.5925 -14.0047
C 16.2010 -1.8460 -10.3859
C 21.1987 -9.3461 -16.5918
H 15.9000 -3.9624 -13.3128
H 17.2480 -5.4663 -15.4861
H 14.3467 -14.0045 -16.5963
H 14.6073 -8.3948 -18.6478
H 19.7705 -5.8961 -15.4608
C 18.3777 -6.9192 -6.5607
H 19.4679 -1.1260 -14.6587
H 12.0787 -3.9557 -16.1843
H 18.8279 -2.7312 -23.7982
C 22.3656 -4.1340 -9.2176
H 14.3312 -5.3919 -14.5495
O 8.8996 -6.6075 -14.9497
C 11.1941 -7.8741 -18.7660
H 18.7597 -12.9131 -12.1098
H 8.9767 -4.3588 -12.7268
H 12.8379 -7.5731 -22.2511
C 13.2966 -10.4272 -14.5996
H 16.7271 -9.4470 -19.8485
H 24.3392 -4.8601 -11.4832
H 18.0715 -4.1296 -14.4975
H 15.1003 -3.3429 -20.2771
H 17.1128 2.1270 -15.6836
H 19.7244 -3.3703 -19.1617
H 22.4124 -3.0629 -9.0213
H 14.3550 -8.7600 -16.9868
H 16.5011 -12.0909 -17.0787
H 17.0250 -8.7556 -11.1912
O 13.9464 -11.1991 -15.6505
O 21.4281 -8.3719 -17.6328
H 17.3560 -12.0879 -8.2675
H 17.1428 -12.7175 -12.6301
H 12.6848 3.0872 -19.0197
H 14.3387 -4.6237 -10.7006
H 18.8457 -1.4750 -13.0167
H 25.5877 -1.5748 -16.0485
N 11.4867 0.9946 -16.6006
H 18.2291 -11.3802 -4.7157